Computed, not measured: a molecular structure, C50H52As2BaClN4O9S3, with the ωB97M-V functional and the def2-TZVPD basis.

The value obtained for the electronic energy is -244458.072 eV. The charge is -1. The HOMO-LUMO gap (alpha / beta) is 3.77 / 3.76 eV.

Positions of all 122 atoms, in Å:
Ba1 0.333926 -0.243978 0.919883
N1 -2.416364 0.813127 -0.785217
S1 -1.513133 0.991388 -1.812739
N2 -0.353406 0.002689 -1.414428
S2 1.128392 0.015068 -2.020505
N3 1.927180 -0.202942 -0.650863
S3 3.462425 -0.553623 -0.544808
N4 3.630450 -0.808201 0.801696
C1 4.582690 0.796516 -0.872550
C2 4.972181 1.082748 -2.178111
C3 5.852487 2.137694 -2.429954
C4 6.342825 2.908033 -1.374717
C5 5.949303 2.625713 -0.066598
C6 5.070176 1.570793 0.184679
C7 4.048079 -2.079351 -1.245599
C8 5.334011 -2.193724 -1.773505
C9 5.775208 -3.422947 -2.270788
C10 4.940225 -4.539938 -2.219302
C11 3.669031 -4.431829 -1.655460
C12 3.229112 -3.204989 -1.156876
C13 1.351002 -1.366871 -3.133098
C14 2.370327 -1.356955 -4.077782
C15 2.513236 -2.427312 -4.962168
C16 1.632357 -3.506999 -4.899548
C17 0.612633 -3.515863 -3.946391
C18 0.474596 -2.446630 -3.059207
C19 1.535214 1.520598 -2.875477
C20 1.281661 1.650495 -4.238064
C21 1.627268 2.826445 -4.907294
C22 2.220117 3.877672 -4.208613
C23 2.451992 3.751898 -2.838878
C24 2.102150 2.575535 -2.172160
C25 -2.489014 0.572972 -3.245978
C26 -3.831507 0.967272 -3.294468
C27 -4.625427 0.620177 -4.388513
C28 -4.079677 -0.126661 -5.432490
C29 -2.741379 -0.519830 -5.380193
C30 -1.947621 -0.166995 -4.286440
C31 -1.205130 2.736545 -1.773292
C32 -1.424907 3.529975 -2.898240
C33 -1.237840 4.911529 -2.815429
C34 -0.833787 5.493827 -1.611865
C35 -0.614294 4.694771 -0.488236
C36 -0.805517 3.315188 -0.567035
H1 4.555797 0.510007 -2.996504
H2 6.123661 2.368761 -3.454382
H3 7.011145 3.738454 -1.573652
H4 6.307721 3.228860 0.760455
H5 4.744841 1.359356 1.199294
H6 6.004291 -1.344290 -1.782369
H7 6.771787 -3.502764 -2.690559
H8 5.277946 -5.492030 -2.612373
H9 3.006004 -5.288457 -1.609128
H10 2.239737 -3.103536 -0.717146
H11 3.054677 -0.522355 -4.118649
H12 3.320713 -2.414352 -5.684836
H13 1.748382 -4.342180 -5.579818
H14 -0.072791 -4.352378 -3.878501
H15 -0.310208 -2.452642 -2.309689
H16 0.808067 0.842583 -4.778617
H17 1.417542 2.915980 -5.966577
H18 2.480158 4.795677 -4.721123
H19 2.893161 4.563612 -2.272898
H20 2.256206 2.483101 -1.102530
H21 -4.248994 1.534092 -2.466703
H22 -5.666395 0.922925 -4.411316
H23 -4.695602 -0.411118 -6.278534
H24 -2.305661 -1.112602 -6.177994
H25 -0.913957 -0.480273 -4.239423
H26 -1.711855 3.076586 -3.839042
H27 -1.389346 5.523305 -3.697432
H28 -0.670881 6.564148 -1.553990
H29 -0.278656 5.130867 0.445986
H30 -0.622330 2.671469 0.289774
O1 2.120814 1.737508 1.513698
H31 2.659262 1.370697 2.259373
H32 1.572566 2.449271 1.930169
H33 -1.372599 -2.136358 0.352842
Cl1 1.367110 -3.119474 0.536349
C37 -1.503746 -5.152008 0.912701
O2 -1.974038 -4.307491 1.897528
C38 -1.201187 -3.425898 2.574626
O3 -0.019716 -3.330698 2.266481
C39 -1.745958 -2.495420 3.632111
C40 -2.966631 -2.549562 4.248957
As1 -3.558961 -1.167288 5.541622
C41 -5.016778 -0.577187 4.316193
C42 -2.539170 0.500724 5.209203
C43 -1.327096 0.499928 4.574845
As2 -0.402488 -1.166383 4.136281
C44 -0.135941 -1.789176 5.995244
C45 -0.487459 1.692031 4.183829
O4 0.654809 1.497035 3.786674
O5 -0.962900 2.959974 4.177514
C46 -0.222590 4.062054 3.801360
C47 -3.234926 1.709502 5.786045
O6 -2.732640 2.818315 5.773679
O7 -4.409718 1.537032 6.446974
C48 -5.105066 2.550710 7.071850
C49 -3.986309 -3.651211 4.097678
O8 -3.780683 -4.641646 3.420561
O9 -5.127872 -3.593800 4.833242
C50 -6.103346 -4.568624 4.830024
H34 -2.341910 -5.769865 0.530785
H35 -0.722870 -5.825320 1.327241
H36 -1.080949 -4.561405 0.072046
H37 -5.778975 -1.365825 4.178979
H38 -4.584909 -0.325494 3.324942
H39 -5.544166 0.311946 4.707275
H40 -1.078383 -1.838360 6.568407
H41 0.557711 -1.093844 6.510857
H42 0.319414 -2.800396 5.972968
H43 -0.848737 4.972626 3.894901
H44 0.106659 3.960535 2.744979
H45 0.665640 4.170051 4.460685
H46 -6.025915 2.133111 7.528414
H47 -5.391741 3.328982 6.332876
H48 -4.482549 3.004349 7.872978
H49 -6.921556 -4.266576 5.515512
H50 -5.679677 -5.533764 5.181672
H51 -6.518247 -4.690833 3.806704
H52 -0.541990 2.193689 1.245019

Forces on the atoms, in the same order (eV/Å):
-3.7 -1.2 6.3
-4.9 -0.6 5.5
-2.3 1.9 -0.6
3.4 -0.6 -4.2
-0.4 -0.7 0.3
1.1 1.5 -7.1
2.9 -0.9 0.4
0.9 -0.8 7.4
0.1 0.9 -2.3
0.3 0.7 0.3
-0.1 -0.1 0.1
-0.2 -0.2 -0.1
-0.3 -0.4 -0.3
-0.1 0.0 0.1
0.2 -0.8 -2.5
0.2 0.0 -0.1
-0.2 0.1 0.3
-0.2 0.1 0.1
0.7 0.6 0.1
2.2 0.4 -3.0
0.0 0.1 -0.7
0.2 -0.2 -0.2
-0.1 0.1 0.3
-0.1 0.3 0.4
0.4 0.4 0.0
-0.3 0.0 0.3
0.4 0.1 -0.6
0.0 0.1 -0.4
-0.1 -0.2 0.4
-0.1 -0.3 0.4
-0.3 -0.3 -0.1
0.0 0.2 0.4
1.2 0.1 -2.0
-0.1 0.2 0.1
0.6 -0.1 0.3
0.4 -0.1 0.1
-0.2 -0.1 0.1
-0.5 0.1 -0.3
1.5 1.5 -1.7
0.2 0.1 -0.1
0.0 -0.1 0.3
0.0 -0.2 -0.1
-0.4 -0.7 -0.7
-0.3 1.3 -3.1
0.1 -0.1 -0.1
0.1 0.0 0.1
0.0 -0.1 0.0
0.0 -0.1 -0.1
0.0 -0.2 -0.3
0.1 0.0 -0.1
0.0 0.0 0.1
0.1 0.0 -0.1
0.0 0.0 0.0
0.1 0.0 -1.1
0.1 0.0 -0.1
-0.1 0.0 0.1
0.0 0.0 0.0
0.0 0.1 0.0
-0.1 0.0 0.2
0.0 0.0 -0.1
0.0 0.0 0.1
0.0 0.0 0.0
0.0 -0.1 0.0
0.1 0.0 0.0
0.2 -0.1 -0.1
0.1 0.0 0.0
0.1 0.0 0.0
-0.1 0.0 0.0
0.0 -0.1 -0.1
0.0 0.0 -0.1
0.0 0.0 0.0
0.0 0.0 -0.1
0.0 0.0 0.1
0.2 -0.3 0.8
0.9 0.9 1.2
-0.6 0.3 -1.0
0.1 -1.0 -0.4
-0.4 0.3 0.0
-1.3 0.1 0.9
1.4 -0.5 -1.1
-1.3 1.4 2.2
1.3 -0.5 -2.7
-1.8 -0.9 4.2
-2.6 -0.7 0.0
0.5 0.7 0.2
-1.0 0.0 -0.1
-0.6 0.3 -0.5
0.4 -0.8 -0.6
-2.4 1.0 1.1
1.4 -0.5 -0.3
0.1 -0.1 0.5
1.6 1.8 -1.4
-0.4 -0.3 1.0
-1.6 -2.4 0.7
1.6 0.7 -0.6
0.8 2.9 0.6
-1.0 -1.1 0.4
0.6 -3.1 -1.1
-0.2 1.8 0.5
0.5 -2.7 -1.4
-0.8 0.9 1.2
1.1 3.0 1.0
-0.7 -1.6 -0.6
0.2 0.5 0.5
-0.2 0.3 -0.3
-0.1 -0.3 0.5
0.6 0.3 0.2
-0.2 -0.2 0.6
0.4 -0.4 -0.1
0.4 0.0 -0.2
-0.4 -0.4 -0.4
-0.3 0.6 -0.1
0.1 -0.8 0.1
-0.2 0.0 0.5
-0.4 0.0 -0.4
0.7 0.0 -0.4
0.2 -0.3 0.5
-0.4 -0.1 -0.5
0.7 0.1 -0.4
-0.3 0.4 -0.3
0.2 -0.1 0.6
0.5 -1.2 2.7